{"formula": "C25H25IO16S", "method": "the ωB97M-V functional and the def2-TZVPD basis", "species": ["C", "C", "C", "O", "S", "O", "O", "O", "C", "C", "C", "C", "I", "H", "H", "H", "H", "H", "H", "H", "H", "H", "H", "H", "H", "H", "C", "C", "C", "O", "C", "C", "C", "O", "O", "O", "H", "H", "H", "H", "C", "C", "C", "O", "C", "C", "C", "O", "O", "O", "H", "H", "H", "H", "C", "C", "C", "O", "C", "C", "C", "O", "O", "O", "H", "H", "H", "H"], "positions_angstrom": [[-2.24856, 2.93627, 1.68950], [-3.10260, 2.24480, 2.74401], [-2.35408, 1.20143, 3.55898], [-0.95128, 1.55841, 3.67838], [-0.22258, 0.29181, 4.29253], [-0.56013, 0.14261, 5.66738], [1.13097, 0.32107, 3.86503], [-1.03221, -0.77757, 3.44693], [-2.30711, -0.25579, 2.99722], [-2.44557, -0.45352, 1.47537], [-1.22631, -0.81784, 0.63355], [-0.02040, 0.10446, 0.70878], [-0.62594, -2.86182, 0.95471], [-1.31832, 3.31870, 2.10955], [-1.99107, 2.25901, 0.87715], [-2.78978, 3.77000, 1.23957], [-3.93829, 1.72734, 2.26026], [-3.54259, 2.97218, 3.42729], [-2.75066, 1.15568, 4.57590], [-3.09305, -0.81837, 3.50188], [-3.20025, -1.22317, 1.30615], [-2.84631, 0.47023, 1.04828], [-1.58482, -0.85807, -0.39411], [0.59946, -0.01125, -0.18234], [-0.34526, 1.14935, 0.75412], [0.60665, -0.09905, 1.57648], [0.20043, 2.97127, -4.31808], [-0.64353, 2.39149, -3.45140], [-1.22623, 3.12840, -2.25566], [-1.97576, 2.48275, -1.54462], [-0.84179, 4.49738, -2.01833], [0.01247, 5.07534, -2.87823], [0.57414, 4.34694, -4.09209], [1.32054, 4.99827, -4.79980], [0.46169, 6.31149, -2.76054], [-1.05884, 1.13912, -3.54092], [0.61181, 2.45322, -5.17249], [-1.23114, 5.00244, -1.14563], [1.06497, 6.44818, -3.52184], [-1.66905, 1.01113, -2.78509], [2.14489, 1.86114, 1.94316], [3.44190, 1.63476, 2.22258], [4.58023, 2.24705, 1.41290], [5.70518, 1.95993, 1.78089], [4.26786, 3.10580, 0.29646], [2.97566, 3.33326, 0.02264], [1.84012, 2.71835, 0.83189], [0.71810, 3.01841, 0.44390], [2.54247, 4.10001, -0.96486], [3.86568, 0.87412, 3.20938], [1.34030, 1.42610, 2.51974], [5.07738, 3.53673, -0.27491], [1.56206, 4.08226, -0.88974], [4.84502, 0.90027, 3.16731], [0.65568, -8.06923, -0.84992], [0.42626, -8.83560, -1.92657], [-0.11933, -8.27527, -3.23174], [-0.27082, -9.08557, -4.13101], [-0.41474, -6.86925, -3.32000], [-0.19079, -6.09752, -2.24281], [0.37039, -6.65726, -0.93982], [0.54935, -5.85488, -0.04117], [-0.42824, -4.80061, -2.21618], [0.64655, -10.13802, -1.97617], [1.04716, -8.46201, 0.07744], [-0.80819, -6.47747, -4.24703], [-0.20170, -4.46914, -1.32077], [0.39195, -10.41069, -2.88344]], "forces_ev_per_angstrom": [[0.00, 0.09, -0.09], [0.00, -0.06, -0.02], [0.05, -0.21, -0.12], [0.02, -0.02, 0.18], [-0.46, -0.13, 0.35], [0.17, 0.10, -0.22], [-0.38, -0.75, 0.89], [0.07, 0.02, 0.11], [0.03, 0.16, -0.12], [-0.16, 0.08, 0.04], [0.05, 0.02, -0.10], [-0.23, -0.10, 0.07], [0.06, -0.12, -0.02], [-0.11, -0.01, -0.04], [0.04, 0.19, 0.06], [-0.05, -0.05, 0.06], [-0.07, 0.12, 0.12], [0.08, 0.01, -0.01], [-0.01, -0.03, -0.06], [0.11, -0.06, 0.02], [0.00, 0.05, 0.00], [0.00, -0.14, -0.01], [-0.01, 0.01, 0.03], [0.00, -0.04, 0.03], [0.05, -0.30, -0.04], [-0.21, -0.14, -0.21], [0.01, -0.03, -0.01], [-0.06, 0.05, 0.04], [0.21, -0.05, 0.05], [-0.15, -0.10, -0.06], [0.01, 0.04, 0.05], [0.06, 0.01, -0.08], [0.01, 0.07, 0.00], [-0.01, -0.03, 0.02], [-0.05, -0.02, 0.01], [0.00, -0.01, -0.03], [0.00, -0.01, 0.01], [-0.01, 0.02, -0.02], [0.00, -0.02, 0.00], [0.02, 0.01, 0.00], [-0.05, 0.49, -0.32], [0.03, 0.12, -0.14], [-0.04, -0.10, 0.10], [0.04, 0.02, -0.03], [0.02, 0.03, -0.05], [-0.07, -0.06, 0.05], [0.37, 0.12, -0.09], [0.01, 0.17, 0.05], [0.01, 0.06, -0.07], [0.08, -0.05, 0.08], [0.56, 0.56, -0.45], [-0.01, 0.01, 0.00], [0.02, -0.02, 0.01], [-0.03, 0.02, -0.04], [0.00, -0.04, -0.01], [-0.02, 0.02, -0.07], [0.03, -0.10, 0.03], [-0.01, 0.03, 0.01], [-0.01, 0.04, -0.02], [0.05, -0.06, 0.09], [-0.01, 0.12, -0.03], [-0.04, -0.05, -0.02], [-0.01, 0.02, -0.03], [0.01, -0.01, 0.03], [0.00, 0.00, -0.01], [0.00, 0.02, 0.01], [0.00, -0.02, 0.00], [0.00, 0.02, 0.01]], "nbo_charge": [-0.609, -0.430, 0.065, -0.702, 2.581, -0.903, -0.900, -0.702, 0.081, -0.466, -0.275, -0.682, 0.071, 0.230, 0.215, 0.218, 0.214, 0.223, 0.210, 0.209, 0.230, 0.231, 0.219, 0.222, 0.241, 0.233, -0.397, 0.321, 0.553, -0.582, -0.435, 0.336, 0.475, -0.536, -0.621, -0.623, 0.249, 0.250, 0.513, 0.506, -0.432, 0.354, 0.477, -0.544, -0.427, 0.405, 0.478, -0.598, -0.655, -0.609, 0.273, 0.244, 0.504, 0.508, -0.404, 0.340, 0.474, -0.551, -0.408, 0.348, 0.477, -0.545, -0.634, -0.625, 0.246, 0.245, 0.517, 0.509], "e_lumo_ha": -0.06211, "gap_ev": 7.78, "e_homo_ev": -9.5, "largest_force_ha_per_bohr": 0.02387}

***

{"formula": "C25H25N4O2STi", "method": "the ωB97M-V functional and the def2-TZVPD basis", "species": ["Ti", "C", "C", "C", "C", "C", "C", "N", "C", "C", "C", "C", "C", "N", "C", "C", "C", "C", "C", "C", "N", "H", "H", "H", "H", "H", "H", "H", "H", "H", "H", "H", "H", "H", "H", "H", "O", "C", "O", "C", "C", "C", "C", "C", "N", "H", "H", "H", "H", "C", "S", "C", "H", "H", "H", "H", "H", "H"], "positions_angstrom": [[0.33773, -0.27357, 0.35101], [2.70829, -1.94706, 2.24468], [2.64097, -2.45683, 0.83869], [3.66936, -3.23890, 0.32201], [3.58693, -3.71202, -0.97240], [2.45165, -3.44186, -1.72062], [1.45192, -2.68361, -1.14297], [1.56080, -2.16402, 0.10039], [0.14933, -2.41461, -1.78484], [-0.34923, -3.04461, -2.91038], [-1.65918, -2.78281, -3.29853], [-2.45741, -1.95710, -2.52360], [-1.89645, -1.36009, -1.40289], [-0.60248, -1.53958, -1.09284], [-2.61370, -0.59904, -0.37500], [-3.95178, -0.24350, -0.45098], [-4.55179, 0.32108, 0.66128], [-3.80972, 0.48841, 1.82168], [-2.46531, 0.14825, 1.82712], [-1.62325, 0.31352, 3.05751], [-1.86778, -0.34978, 0.73180], [3.15660, -2.69502, 2.89758], [1.70990, -1.72262, 2.62557], [3.30615, -1.03668, 2.29150], [4.52662, -3.46247, 0.94142], [4.39012, -4.30289, -1.39148], [2.34970, -3.81612, -2.72857], [0.25519, -3.74988, -3.46146], [-2.07029, -3.26349, -4.17537], [-3.49862, -1.81171, -2.77211], [-4.51986, -0.42436, -1.35176], [-5.59635, 0.60011, 0.63410], [-4.26383, 0.87930, 2.72178], [-2.19956, 0.07548, 3.95031], [-1.26337, 1.33894, 3.15757], [-0.75941, -0.35486, 3.03532], [3.33403, 1.80304, 2.16790], [2.38182, 1.52301, 1.47062], [2.25848, 0.50034, 0.68634], [1.15980, 2.43770, 1.49170], [1.20005, 3.64719, 2.16524], [0.07813, 4.45811, 2.12758], [-1.04520, 4.02334, 1.43306], [-1.01724, 2.77631, 0.83529], [0.06153, 1.98747, 0.87118], [2.10912, 3.91763, 2.68282], [0.07434, 5.41719, 2.62817], [-1.93593, 4.63205, 1.36799], [-1.88722, 2.38565, 0.31956], [-0.47767, 1.56344, -2.73251], [0.98013, 0.77039, -2.03085], [2.04050, 2.21500, -1.89506], [-0.83931, 2.34627, -2.06640], [-1.25024, 0.80874, -2.86801], [-0.23535, 1.99191, -3.70341], [2.22031, 2.61551, -2.89068], [2.97872, 1.89045, -1.45178], [1.57932, 2.97325, -1.26430]], "forces_ev_per_angstrom": [[0.46, 0.24, -0.64], [0.00, 0.04, 0.00], [-0.04, -0.06, 0.01], [-0.01, 0.01, 0.00], [0.00, -0.01, -0.01], [-0.01, -0.02, 0.00], [-0.02, 0.05, -0.01], [0.17, 0.05, -0.04], [-0.03, 0.09, 0.10], [-0.03, 0.02, -0.03], [0.05, -0.03, -0.01], [0.02, 0.03, 0.05], [0.10, -0.06, -0.05], [-0.10, -0.17, 0.01], [-0.07, 0.05, 0.24], [0.03, -0.01, 0.04], [0.02, 0.00, 0.03], [-0.01, -0.01, -0.04], [-0.02, -0.03, 0.01], [0.01, 0.02, 0.01], [-0.05, 0.18, -0.04], [0.00, -0.01, -0.01], [0.00, 0.00, -0.01], [0.01, 0.01, 0.00], [0.00, 0.00, 0.01], [0.00, 0.00, -0.01], [0.00, 0.00, 0.00], [0.00, 0.00, -0.01], [0.01, -0.01, 0.00], [-0.01, 0.01, 0.01], [0.00, -0.01, -0.01], [0.00, 0.00, 0.01], [-0.01, 0.00, 0.00], [-0.01, 0.00, 0.00], [0.00, 0.00, 0.01], [0.00, 0.00, -0.01], [0.06, 0.01, -0.09], [-0.04, -0.09, -0.04], [-0.49, -0.03, 0.46], [0.05, -0.10, 0.22], [-0.08, 0.09, -0.16], [-0.02, -0.01, -0.01], [0.03, -0.02, 0.00], [0.03, 0.06, -0.01], [0.05, -0.29, 0.05], [0.00, 0.01, -0.01], [0.00, 0.00, 0.00], [0.00, 0.00, 0.00], [0.00, 0.00, 0.00], [0.01, -0.01, -0.02], [-0.07, 0.00, -0.07], [0.03, -0.04, 0.05], [-0.01, 0.00, 0.00], [0.01, -0.01, 0.01], [0.01, 0.00, 0.00], [0.02, 0.00, 0.01], [-0.01, 0.00, 0.00], [-0.01, 0.01, 0.02]], "nbo_charge": [1.418, -0.641, 0.287, -0.229, -0.128, -0.224, 0.170, -0.532, 0.161, -0.156, -0.169, -0.209, 0.137, -0.551, 0.238, -0.240, -0.140, -0.240, 0.242, -0.635, -0.570, 0.237, 0.207, 0.275, 0.235, 0.235, 0.229, 0.227, 0.237, 0.233, 0.232, 0.237, 0.236, 0.249, 0.243, 0.218, -0.604, 0.746, -0.837, 0.100, -0.201, -0.144, -0.235, 0.029, -0.525, 0.265, 0.236, 0.236, 0.207, -0.734, 0.280, -0.733, 0.217, 0.230, 0.238, 0.234, 0.259, 0.219], "e_above_lowest_ev": 0.782, "e_lumo_ha": [-0.11699, -0.12874], "gap_ev": [5.80, 8.24], "charge": 1, "multiplicity": 3, "e_homo_ev": [-9.0, -11.7], "largest_force_ha_per_bohr": 0.01600}